[1]
{
  "formula": "C4H13NO",
  "method": "the ωB97M-V functional and the def2-TZVPD basis",
  "smiles": "CCC.NCO",
  "e_lumo_ev": 1.0,
  "gap_ev": 10.8,
  "e_above_lowest_kj_mol": 77.4,
  "elements": ["C", "C", "C", "H", "H", "H", "H", "H", "H", "H", "H", "N", "C", "O", "H", "H", "H", "H", "H"],
  "positions_angstrom": [[-0.0521, -1.4246, 2.5243], [0.6655, -1.2671, 3.8535], [-0.3243, -0.9555, 4.9833], [-0.9291, -2.0880, 2.5850], [0.4651, -2.0167, 1.7574], [-0.3412, -0.4673, 2.0979], [1.2552, -0.3552, 3.7607], [1.2666, -2.1140, 4.1719], [-1.1990, -1.6203, 4.9892], [0.1333, -1.1156, 5.9460], [-0.7790, 0.0315, 4.9324], [0.1070, 1.7389, -4.1093], [-0.5161, 1.8236, -5.3883], [0.3832, 1.7698, -6.5169], [0.6780, 0.9138, -3.9631], [0.7544, 2.4920, -3.9316], [-1.2211, 1.0045, -5.5168], [-0.9620, 2.7931, -5.4633], [0.6154, 0.8570, -6.7124]],
  "nbo_charge": [-0.615, -0.405, -0.602, 0.200, 0.210, 0.208, 0.199, 0.202, 0.196, 0.206, 0.202, -0.838, 0.082, -0.745, 0.353, 0.360, 0.155, 0.173, 0.460]
}

[2]
{
  "formula": "CH4O2P2",
  "method": "the ωB97M-V functional and the def2-TZVPD basis",
  "smiles": "C=[PH2]P(=O)=O",
  "e_lumo_ev": [-1.4, -1.4],
  "gap_ev": [7.2, 7.2],
  "e_above_lowest_kj_mol": 354.9,
  "elements": ["C", "P", "P", "O", "O", "H", "H", "H", "H"],
  "positions_angstrom": [[1.2538, 0.1772, -0.6939], [0.4712, -0.3984, 0.6421], [-1.7631, 0.0632, -0.1247], [-3.1290, 0.0125, 0.3402], [-1.2069, 1.1691, -0.8989], [1.0384, -0.4655, -1.5490], [2.0564, 0.9015, -0.5219], [1.0025, 0.3405, 1.6352], [0.2766, -1.8002, 1.1710]],
  "nbo_charge": [-0.905, 0.636, 1.733, -1.005, -1.014, 0.239, 0.264, 0.021, 0.032]
}

[3]
{
  "formula": "C42H81BN2O24",
  "method": "the ωB97M-V functional and the def2-TZVPD basis",
  "smiles": "CCC[C@H](OCCNC)[C@](C)(COC)O[C@@H](CCCNCc1ccccc1O)B(O)OCC.COC(=O)OC.COC(=O)OC.COC(=O)OC.COC(=O)OC.COC(=O)OC.COC(=O)OC",
  "e_lumo_ev": 0.3,
  "gap_ev": 8.6,
  "elements": ["C", "C", "C", "C", "O", "C", "C", "N", "C", "C", "C", "C", "O", "C", "O", "C", "C", "C", "C", "N", "C", "C", "C", "C", "C", "C", "C", "O", "B", "O", "O", "C", "C", "H", "H", "H", "H", "H", "H", "H", "H", "H", "H", "H", "H", "H", "H", "H", "H", "H", "H", "H", "H", "H", "H", "H", "H", "H", "H", "H", "H", "H", "H", "H", "H", "H", "H", "H", "H", "H", "H", "H", "H", "H", "H", "H", "H", "H", "C", "O", "C", "O", "O", "C", "H", "H", "H", "H", "H", "H", "C", "O", "C", "O", "O", "C", "H", "H", "H", "H", "H", "H", "C", "O", "C", "O", "O", "C", "H", "H", "H", "H", "H", "H", "C", "O", "C", "O", "O", "C", "H", "H", "H", "H", "H", "H", "C", "O", "C", "O", "O", "C", "H", "H", "H", "H", "H", "H", "C", "O", "C", "O", "O", "C", "H", "H", "H", "H", "H", "H"],
  "positions_angstrom": [[4.1769, 3.2029, 0.1567], [4.0255, 3.2046, -1.3840], [2.5261, 3.1937, -1.7510], [1.8732, 1.8096, -1.7607], [2.1437, 1.0725, -2.9433], [2.7657, -0.1869, -2.7164], [4.2908, -0.1576, -2.5766], [4.7657, -0.2286, -1.1949], [6.2125, -0.3729, -1.0991], [0.3281, 1.8067, -1.3982], [-0.3156, 3.0300, -2.0716], [0.3216, 2.0355, 0.1458], [-0.7223, 2.9206, 0.5700], [-0.2951, 3.7856, 1.6000], [-0.1397, 0.5437, -1.7662], [-1.4918, 0.4444, -2.1972], [-1.7042, -1.0586, -2.6477], [-0.3826, -1.7660, -2.9855], [0.1522, -2.4797, -1.7375], [1.0877, -3.5545, -2.0444], [1.2606, -4.4809, -0.9091], [1.9013, -3.6849, 0.2188], [1.1552, -3.1202, 1.2228], [1.7095, -2.3593, 2.2263], [3.0750, -2.1550, 2.1963], [3.8314, -2.7264, 1.2143], [3.2762, -3.4904, 0.2108], [4.0063, -4.0464, -0.7968], [-2.5623, 0.6591, -1.0341], [-2.1644, 0.2821, 0.2448], [-3.8016, 1.1427, -1.3577], [-4.6184, 1.5874, -0.2652], [-6.0996, 1.5414, -0.7474], [3.8981, 2.2378, 0.5970], [5.1761, 3.5230, 0.4698], [3.4909, 3.9436, 0.5896], [4.4575, 4.1591, -1.7123], [4.6069, 2.4154, -1.8664], [2.0279, 3.8387, -1.0198], [2.4111, 3.6993, -2.7190], [2.3369, 1.2388, -0.9332], [2.5435, -0.7917, -3.6034], [2.3361, -0.7391, -1.8699], [4.6691, -1.0662, -3.0672], [4.7535, 0.6783, -3.1373], [4.4671, 0.5707, -0.6514], [6.4461, -0.9118, -0.1677], [6.6369, -0.9756, -1.9068], [6.7641, 0.5797, -1.0362], [0.0282, 3.0754, -3.1134], [-0.0220, 3.9690, -1.5993], [-1.4097, 3.0408, -2.0458], [1.2819, 2.4487, 0.4802], [0.1902, 1.0692, 0.6551], [-1.1555, 4.2297, 2.1103], [0.2774, 3.2370, 2.3618], [0.3175, 4.6185, 1.2195], [-1.7409, 1.0302, -3.0922], [-2.2482, -1.6054, -1.8659], [-2.3759, -1.0553, -3.5130], [-0.6268, -2.5415, -3.7316], [0.3562, -1.1134, -3.4506], [0.5726, -1.7112, -1.0813], [-0.7082, -2.9219, -1.1917], [0.7152, -4.0939, -2.8213], [1.9340, -5.2840, -1.2201], [0.2867, -4.8908, -0.5879], [0.0832, -3.3078, 1.1739], [1.0461, -1.9291, 2.9690], [3.5221, -1.5342, 2.9681], [4.9106, -2.5673, 1.1760], [4.9382, -4.0532, -0.5457], [-2.1960, 1.0467, 0.8385], [-4.3611, 2.6320, -0.0597], [-4.5606, 0.9461, 0.6170], [-6.7103, 1.1638, 0.0790], [-6.1406, 0.8001, -1.5497], [-6.4430, 2.5253, -1.0669], [6.5902, -9.3223, 3.0434], [6.6731, -8.3089, 2.0412], [5.5542, -8.1504, 1.3305], [4.5349, -8.7730, 1.4715], [5.7645, -7.1825, 0.4379], [4.6394, -6.9004, -0.4003], [7.5535, -9.3524, 3.5460], [5.8184, -9.0803, 3.7724], [6.3960, -10.2943, 2.5926], [3.7931, -6.5610, 0.1940], [4.3690, -7.7775, -0.9877], [4.9309, -6.1096, -1.0768], [-3.8335, -2.6909, 1.8326], [-4.5148, -3.7212, 1.1139], [-4.0673, -4.9503, 1.3494], [-3.1749, -5.2386, 2.1009], [-4.7756, -5.8230, 0.6094], [-4.3612, -7.1786, 0.8018], [-4.2904, -1.7460, 1.5505], [-3.9437, -2.8276, 2.9073], [-2.7812, -2.6656, 1.5545], [-4.5001, -7.4800, 1.8384], [-3.3229, -7.3097, 0.5023], [-4.9923, -7.7964, 0.1672], [-3.3308, 6.6145, 1.4032], [-4.1145, 7.3928, 2.3079], [-3.4320, 7.8658, 3.3519], [-2.2627, 7.6873, 3.5711], [-4.2738, 8.5682, 4.1113], [-3.6774, 9.1384, 5.2785], [-3.9889, 6.2881, 0.6023], [-2.5293, 7.2135, 0.9735], [-2.9250, 5.7366, 1.9030], [-2.8892, 9.8375, 5.0050], [-3.2868, 8.3590, 5.9312], [-4.4609, 9.6783, 5.8041], [-6.4725, 6.7033, 5.3917], [-7.0580, 6.7183, 6.6965], [-8.3272, 7.1255, 6.7221], [-8.9806, 7.4638, 5.7705], [-8.7472, 7.0929, 7.9885], [-10.1020, 7.5076, 8.1663], [-5.4478, 6.3568, 5.5003], [-7.0065, 6.0145, 4.7386], [-6.4606, 7.7023, 4.9641], [-10.7797, 6.8518, 7.6220], [-10.2335, 8.5402, 7.8467], [-10.3195, 7.4365, 9.2288], [-6.1358, -4.5606, -1.2357], [-6.9723, -4.1822, -2.3435], [-6.3711, -3.4002, -3.2333], [-5.2334, -3.0060, -3.1790], [-7.2460, -3.1205, -4.2049], [-6.7260, -2.2800, -5.2343], [-6.7305, -5.1885, -0.5833], [-5.2787, -5.1253, -1.5872], [-5.8200, -3.6841, -0.6882], [-5.8848, -2.7583, -5.7340], [-6.4276, -1.3139, -4.8291], [-7.5250, -2.1284, -5.9557], [8.2324, 0.4936, -5.3265], [8.8470, 0.3439, -4.0457], [10.1690, 0.1733, -4.0878], [10.8459, 0.1387, -5.0815], [10.6097, 0.0475, -2.8347], [12.0210, -0.1432, -2.7271], [7.1669, 0.6236, -5.1542], [8.6176, 1.3744, -5.8377], [8.3859, -0.3973, -5.9335], [12.5570, 0.7121, -3.1355], [12.3251, -1.0589, -3.2317], [12.2502, -0.2307, -1.6684]],
  "lowdin_charge": [-0.105, -0.220, -0.142, -0.266, -0.079, -0.179, -0.210, -0.109, -0.127, -0.390, 0.009, -0.118, -0.202, -0.095, -0.062, -0.178, -0.102, -0.156, -0.242, -0.046, -0.154, -0.169, -0.058, -0.088, -0.095, -0.038, -0.278, 0.030, -0.607, 0.146, 0.084, -0.213, -0.051, 0.062, 0.072, 0.068, 0.107, 0.082, 0.098, 0.126, 0.138, 0.121, 0.118, 0.116, 0.112, 0.062, 0.062, 0.076, 0.078, 0.107, 0.087, 0.089, 0.107, 0.142, 0.073, 0.096, 0.095, 0.144, 0.107, 0.119, 0.114, 0.099, 0.107, 0.115, 0.105, 0.110, 0.118, 0.112, 0.102, 0.106, 0.112, 0.106, 0.101, 0.122, 0.109, 0.070, 0.076, 0.070, -0.044, 0.002, -0.620, 0.128, 0.010, -0.036, 0.092, 0.098, 0.097, 0.097, 0.104, 0.078, -0.016, -0.014, -0.602, 0.135, -0.055, -0.027, 0.088, 0.101, 0.094, 0.100, 0.101, 0.096, -0.035, 0.007, -0.622, 0.127, -0.024, -0.036, 0.095, 0.102, 0.079, 0.099, 0.100, 0.096, -0.036, 0.008, -0.622, 0.127, 0.003, -0.043, 0.094, 0.102, 0.090, 0.098, 0.097, 0.092, -0.036, 0.017, -0.622, 0.118, 0.001, -0.045, 0.098, 0.100, 0.084, 0.097, 0.095, 0.092, -0.037, -0.005, -0.623, 0.126, 0.002, -0.042, 0.087, 0.098, 0.099, 0.098, 0.098, 0.092]
}

[4]
{
  "formula": "C17H26AlF9IN4O3S",
  "method": "the ωB97M-V functional and the def2-TZVPD basis",
  "e_lumo_ev": -0.8,
  "gap_ev": 5.0,
  "charge": -1,
  "elements": ["C", "C", "I", "C", "Al", "C", "C", "O", "C", "C", "C", "C", "C", "F", "F", "C", "F", "F", "S", "F", "F", "F", "F", "F", "O", "N", "O", "H", "H", "H", "H", "H", "H", "H", "H", "H", "H", "H", "H", "H", "H", "H", "H", "H", "C", "C", "N", "H", "H", "H", "C", "C", "N", "H", "H", "H", "C", "C", "N", "H", "H", "H"],
  "positions_angstrom": [[3.7163, 1.9603, 1.4951], [4.3365, 0.9966, 2.6762], [5.8015, 2.2525, 3.7788], [5.1666, -0.3018, 2.1105], [3.9877, -1.7853, 1.3114], [2.6922, -0.8990, -0.0335], [2.3382, -1.9635, -1.2547], [1.2348, -2.7578, -1.2017], [3.0537, -2.9777, 2.6980], [1.6974, -2.2128, 3.2110], [0.3130, -3.0784, 3.0634], [-0.6874, -2.5390, 1.8776], [-1.7237, -1.3297, 2.3922], [-2.4851, -1.9188, 3.5175], [-0.7989, -0.2331, 2.8673], [-2.6110, -0.9197, 1.0807], [-3.0464, -2.0991, 0.2461], [-1.7033, -0.1243, 0.1845], [-4.1479, 0.0855, 1.4149], [-3.4155, 1.3690, 0.4791], [-3.5698, 0.7372, 2.8884], [-4.9921, -1.2037, 2.1645], [-4.7769, -0.5023, -0.1060], [-5.5499, 1.0685, 1.5848], [5.1269, -2.9247, 0.2658], [6.1081, -2.1334, -0.2294], [5.6210, -1.5663, -1.2063], [4.2319, 1.7515, 0.4455], [3.8933, 3.0935, 1.7402], [2.5398, 1.8085, 1.3867], [3.4950, 0.7371, 3.4536], [5.8256, -0.7052, 3.0148], [5.8757, 0.0796, 1.2520], [1.7228, -0.4444, 0.4697], [3.2806, 0.0250, -0.5022], [3.0702, -1.9816, -2.1693], [3.8122, -3.2112, 3.5884], [2.7986, -4.0382, 2.2315], [1.6022, -1.1708, 2.6589], [1.8604, -1.9722, 4.3602], [-0.1854, -3.1220, 4.1224], [0.6256, -4.1862, 2.7508], [0.0134, -2.0005, 1.0762], [-1.2501, -3.4703, 1.4478], [0.4326, -2.3145, -4.8999], [1.6291, -1.3938, -4.7236], [2.6217, -0.6300, -4.5774], [-0.4143, -1.9409, -4.3178], [0.1480, -2.3582, -5.9548], [0.6836, -3.3219, -4.5569], [-4.1807, 3.8326, -1.1008], [-3.5192, 4.9850, -1.8389], [-2.9704, 5.9410, -2.4513], [-3.9601, 3.8990, -0.0319], [-5.2641, 3.8712, -1.2439], [-3.8048, 2.8799, -1.4836], [-5.9079, 5.2544, -5.7096], [-6.3148, 4.6967, -4.3554], [-6.6524, 4.2340, -3.2320], [-6.7501, 5.7846, -6.1626], [-5.0720, 5.9493, -5.5906], [-5.6022, 4.4398, -6.3717]],
  "nbo_charge": [-0.667, -0.270, -0.049, -1.058, 1.821, -1.113, 0.421, -0.672, -1.055, -0.417, -0.416, -0.476, 0.645, -0.343, -0.337, 0.484, -0.307, -0.299, 2.206, -0.454, -0.425, -0.430, -0.453, -0.408, -0.721, 0.369, -0.374, 0.226, 0.223, 0.220, 0.219, 0.229, 0.229, 0.227, 0.243, 0.175, 0.217, 0.216, 0.198, 0.203, 0.218, 0.225, 0.282, 0.249, -0.711, 0.294, -0.345, 0.260, 0.240, 0.265, -0.722, 0.310, -0.382, 0.255, 0.275, 0.261, -0.714, 0.313, -0.371, 0.251, 0.267, 0.255]
}